No. 1
Computed, not measured: 2 unconnected molecules or ions with the total composition C9H12N4, with ωB97M-V/def2-TZVPD.

Values from the calculation:
Highest occupied orbital energy, eV: -17.142
Net charge: +2
LUMO, eV: -7.7
Frontier orbital gap, Eh: 0.3460

Each line ends with the Löwdin charge.
Element x y z (Å)
C1 3.46690 -1.55944 -0.81668  0.05
C2 4.24287 -0.92488 0.17055  -0.02
C3 2.22893 -1.00817 -1.05126  0.03
C4 2.36754 0.14318 0.94150  -0.06
C5 -1.03275 2.28098 -0.31899  -0.13
C6 0.17981 1.60974 -0.21918  -0.15
C7 -2.30054 -0.94444 0.20385  0.31
C8 -1.07470 3.63557 -0.07102  0.17
C9 -4.39847 -2.39374 0.37549  0.00
N1 3.66895 -0.09280 1.01009  0.14
N2 1.65211 -0.24385 -0.11823  -0.04
N3 -3.27338 -1.53828 0.36871  0.10
N4 0.33266 0.32112 -0.37115  0.07
H1 4.02424 -2.16409 -1.40710  0.10
H2 5.29009 -1.12793 0.35896  0.15
H3 1.81223 -1.31256 -2.00350  0.16
H4 1.87018 0.79156 1.75130  0.19
H5 -1.96712 1.67763 -0.51326  0.12
H6 1.11858 2.26926 -0.02861  0.18
H7 -1.39355 -0.30874 0.18764  0.08
H8 -0.26015 4.11475 0.32697  0.05
H9 -2.00317 4.25446 -0.06049  0.12
H10 -4.44881 -3.42411 0.68639  0.12
H11 -5.04718 -1.79127 1.09469  0.15
H12 -5.05526 -2.26394 -0.49669  0.13

***

No. 2
Computed, not measured: a molecular structure, C9H12N4O, with ωB97M-V/def2-TZVPD.

Values from the calculation:
Highest occupied orbital energy, eV: -8.960
LUMO, eV: -0.2
Frontier orbital gap, Eh: 0.3202

Each line ends with the Löwdin charge.
Element x y z (Å)
C1 -2.72757 -1.53638 0.97932  -0.15
C2 -3.75001 -0.82115 0.30446  -0.17
C3 1.02065 -0.58911 -1.29274  0.02
C4 -0.05010 0.22273 -1.51611  -0.04
C5 1.40132 0.89845 0.67317  -0.01
C6 1.97202 -0.27020 -0.21259  -0.37
C7 -0.53075 1.23538 -0.62935  -0.34
C8 -1.36121 2.39680 -1.06046  -0.03
C9 3.40996 -1.22042 1.35791  -0.08
N1 -1.54726 -0.85118 0.85577  0.06
N2 -3.20300 0.28632 -0.21745  0.06
N3 0.35187 1.56925 0.44228  0.12
N4 -1.93976 0.20725 0.28122  -0.13
O1 2.25918 -1.33629 0.57083  -0.13
H1 -2.95377 -2.52527 1.39909  0.09
H2 -4.73177 -1.21580 0.16891  0.08
H3 1.20065 -1.41344 -1.90969  0.10
H4 -0.71551 -0.29870 -2.30421  0.15
H5 2.10665 0.98864 1.49260  0.11
H6 2.91379 0.08876 -0.62949  0.15
H7 -1.46018 2.94219 -0.11870  0.10
H8 -2.17122 1.91390 -1.56245  0.07
H9 -0.65700 2.92610 -1.60094  0.07
H10 3.31846 -1.49915 2.37889  0.08
H11 3.75745 -0.15964 1.23158  0.10
H12 4.08711 -1.93903 0.91816  0.09

***

No. 3
Computed, not measured: 2 unconnected molecules or ions with the total composition C9H12NO, with ωB97M-V/def2-TZVPD.

Values from the calculation:
Highest occupied orbital energy, eV: -12.873
Net charge: +1
LUMO, eV: -5.6
Frontier orbital gap, Eh: 0.2690

Each line ends with the Löwdin charge.
Element x y z (Å)
C1 -2.89693 1.28848 -0.03191  -0.06
C2 -2.85832 -0.09558 0.28465  -0.01
C3 -1.74634 2.04228 -0.13338  -0.06
C4 -1.60087 -0.69205 0.48992  0.01
C5 -0.56885 1.37090 -0.14635  -0.05
C6 -0.46781 0.02927 0.08493  -0.26
C7 2.24450 1.82108 -0.52370  0.21
C8 1.22366 -1.12813 1.36084  -0.04
C9 1.15352 -1.30424 -1.04302  -0.15
N1 0.89638 -0.48847 0.06718  -0.26
O1 2.74156 2.52652 0.19057  0.35
H1 -3.90896 1.72298 -0.08703  0.12
H2 -3.82487 -0.54551 0.42512  0.11
H3 -1.89969 3.12415 -0.00210  0.13
H4 -1.45272 -1.68678 0.59000  0.09
H5 0.51397 1.78712 -0.28003  0.08
H6 1.82828 1.04123 -1.16163  0.15
H7 1.25193 -2.19502 1.43805  0.08
H8 2.21879 -0.72490 1.67114  0.09
H9 0.48227 -0.69970 2.16007  0.14
H10 2.19391 -1.53415 -1.46963  0.12
H11 0.77069 -2.37294 -0.94061  0.12
H12 0.71659 -1.09847 -2.03480  0.10

***

No. 4
Computed, not measured: a gas-phase ion, C9H12NO3 (charge +1), with ωB97M-V/def2-TZVPD.

Values from the calculation:
Highest occupied orbital energy, eV: -12.971
Net charge: +1
LUMO, eV: -5.1
Frontier orbital gap, Eh: 0.2887

Each line ends with the Löwdin charge.
Element x y z (Å)
C1 -0.50711 -1.93523 -0.98333  0.02
C2 -1.51915 -1.33131 -0.32791  -0.06
C3 -2.26880 0.68142 0.99017  0.06
C4 0.77268 -1.17777 -0.91972  -0.20
C5 -1.23361 -0.01928 0.28585  0.05
C6 0.51673 -0.05098 -0.25005  -0.08
C7 2.01646 -1.66250 -1.44091  0.00
C8 1.25570 1.13703 1.58052  0.04
C9 1.57542 1.95147 -0.73855  0.14
N1 -3.58848 0.14774 1.01830  -0.44
O1 -4.00929 0.04240 2.13015  0.13
O2 -4.14199 -0.28715 0.05246  0.11
O3 1.51695 0.80199 0.24493  -0.17
H1 -0.59875 -2.94061 -1.19781  0.10
H2 -2.63149 -1.63025 -0.50532  0.15
H3 -2.10554 1.34069 1.84591  0.13
H4 2.56809 -2.32216 -0.77637  0.12
H5 1.77454 -2.13260 -2.37469  0.10
H6 2.64198 -0.83651 -1.71490  0.09
H7 0.12599 1.52073 1.64865  0.15
H8 1.16403 0.21959 2.03328  0.10
H9 1.94727 1.78793 2.07206  0.13
H10 1.78361 1.60257 -1.66413  0.09
H11 0.64451 2.51847 -0.68900  0.14
H12 2.30025 2.57431 -0.31957  0.10

***

No. 5
Computed, not measured: a single C9H12O4 molecule, with ωB97M-V/def2-TZVPD.

Values from the calculation:
Highest occupied orbital energy, eV: -7.283
LUMO, eV: 0.5
Frontier orbital gap, Eh: 0.2868

Each line ends with the Löwdin charge.
Element x y z (Å)
C1 0.58170 1.66624 -0.51822  -0.05
C2 -0.36801 2.56665 -0.12521  -0.08
C3 -0.88963 0.73950 1.07451  -0.22
C4 0.44739 0.50788 0.24552  -0.13
C5 -2.32533 0.01380 -0.65858  -0.10
C6 3.50671 0.27085 -0.24274  -0.09
C7 -3.81887 -1.73289 -0.00649  -0.01
C8 2.37394 -0.63871 -0.60652  -0.19
C9 1.15168 -0.63408 0.20145  -0.35
O1 -1.95828 -0.08227 0.64873  -0.03
O2 -1.21395 2.16181 0.91822  -0.04
O3 0.65461 -1.68409 0.76459  0.12
O4 -3.24657 -0.79340 -0.97649  -0.06
H1 1.16213 1.72432 -1.39398  0.10
H2 -0.65706 3.62050 -0.34221  0.14
H3 -0.95105 0.57799 2.18872  0.18
H4 3.24050 0.83589 0.65804  0.08
H5 3.48933 1.01710 -1.02013  0.06
H6 4.61155 0.00000 -0.15032  0.10
H7 -4.30078 -1.04195 0.64018  0.08
H8 -3.21558 -2.28733 0.55998  0.04
H9 -4.52486 -2.40831 -0.57003  0.12
H10 2.19787 -0.38945 -1.61306  0.11
H11 2.69897 -1.67036 -0.55724  0.11
H12 1.35362 -2.33969 0.88126  0.13

***

No. 6
Computed, not measured: 2 unconnected molecules or ions with the total composition C9H12O4P, with ωB97M-V/def2-TZVPD.

Values from the calculation:
Highest occupied orbital energy, eV: -4.828
Net charge: -1
LUMO, eV: 3.5
Frontier orbital gap, Eh: 0.3052

Each line ends with the Löwdin charge.
Element x y z (Å)
C1 1.41578 -1.30413 -2.20239  -0.11
C2 1.32862 -0.16582 -3.01874  -0.12
C3 0.75751 -1.18490 -0.99564  -0.15
C4 0.58067 0.93934 -2.70409  -0.03
C5 0.03491 -0.10721 -0.67604  -0.03
C6 0.00167 1.07185 -1.40202  -0.25
C7 -2.51240 -0.56195 0.75625  -0.07
C8 1.11583 1.10436 1.97662  -0.16
C9 -1.06485 -0.46538 1.16858  -0.40
O1 -1.05213 0.70278 3.56649  -0.34
O2 -1.32041 2.21685 1.45401  -0.35
O3 -0.76504 2.22052 -1.13643  -0.02
O4 -0.67000 -1.63723 1.75364  0.00
P1 -0.73008 1.07956 2.20325  0.32
H1 1.99580 -2.17865 -2.37724  0.08
H2 1.97321 -0.04984 -3.82880  0.07
H3 0.63922 -2.17406 -0.46176  0.12
H4 0.47756 1.71784 -3.35748  0.07
H5 -2.44750 -1.16784 -0.12401  0.07
H6 -2.78121 0.45873 0.61182  0.06
H7 -3.17796 -0.97073 1.46743  0.07
H8 1.48168 2.15273 1.76507  0.05
H9 1.67089 0.80053 2.87414  0.03
H10 1.37091 0.57564 1.08132  0.00
H11 -1.16662 2.18963 -0.19782  0.05
H12 -0.19957 -1.46882 2.51946  0.05

***

No. 7
Computed, not measured: a single C9H12O4S2 molecule, with ωB97M-V/def2-TZVPD.

Values from the calculation:
Highest occupied orbital energy, eV: -9.721
LUMO, eV: -0.5
Frontier orbital gap, Eh: 0.3382

Each line ends with the Löwdin charge.
Element x y z (Å)
C1 -3.56330 -0.16565 1.61404  -0.08
C2 -3.12703 0.71331 0.61036  -0.03
C3 -3.25337 -1.51879 1.60991  -0.11
C4 -2.15765 0.19658 -0.32798  -0.04
C5 -2.34439 -2.00885 0.74727  -0.07
C6 -1.78893 -1.13872 -0.20572  -0.28
C7 2.10876 2.11754 -0.82960  -0.11
C8 3.34507 -0.06608 -1.02074  -0.13
C9 2.87121 1.05906 -0.05956  -0.53
O1 0.11938 -2.82992 -1.15071  -0.25
O2 -0.19805 -0.61905 -2.18744  -0.28
O3 1.03758 1.37814 1.84833  -0.43
O4 0.70517 -0.64423 0.07043  -0.59
S1 -0.29682 -1.47486 -1.06634  0.66
S2 1.76458 0.30265 1.26064  1.03
H1 -4.10756 0.18242 2.55166  0.13
H2 -3.35800 1.77631 0.62785  0.11
H3 -3.70139 -2.28388 2.28615  0.13
H4 -1.77185 0.90507 -1.03048  0.11
H5 -2.15417 -3.07473 0.82367  0.13
H6 2.56638 2.72938 -1.60016  0.08
H7 1.32495 1.47793 -1.30166  0.08
H8 1.66403 2.76915 -0.07667  0.06
H9 2.57136 -0.62725 -1.64339  0.09
H10 3.67603 -0.84276 -0.32432  0.06
H11 4.13677 0.31163 -1.67158  0.08
H12 3.93125 1.37560 0.44604  0.17

***

No. 8
Computed, not measured: a single C9H12O6 molecule, with ωB97M-V/def2-TZVPD.

Values from the calculation:
Highest occupied orbital energy, eV: -9.233
LUMO, eV: 0.6
SMILES string: C=C=C(OC[C@@H](O)[C@@H](O)C=O)C(=O)OC
Frontier orbital gap, Eh: 0.3628

Each line ends with the Löwdin charge.
Element x y z (Å)
C1 -1.84138 -2.74691 0.34452  0.05
C2 -1.43053 -1.54370 -0.00500  -0.01
C3 -1.85234 0.79369 -0.41479  -0.46
C4 1.15151 -1.25731 -0.90600  -0.11
C5 2.47205 -0.52348 -0.52040  -0.30
C6 2.44815 0.25216 0.81580  -0.31
C7 1.29409 1.23165 0.92875  -0.19
C8 -1.00278 -0.42152 -0.46998  -0.25
C9 -3.67926 1.73103 0.54996  -0.01
O1 -1.90197 1.61121 -1.33311  0.10
O2 0.17158 -0.28359 -1.08714  -0.02
O3 2.96632 0.36376 -1.50071  -0.07
O4 3.61929 1.01486 0.99650  -0.01
O5 0.30696 1.12584 1.63543  0.08
O6 -2.64850 0.69865 0.61897  -0.01
H1 -2.51012 -3.35397 -0.25143  0.06
H2 1.15931 -1.82024 -1.77081  0.11
H3 1.10111 -1.97387 0.06232  0.19
H4 3.34309 -1.23871 -0.71592  0.18
H5 2.27682 -0.41905 1.76898  0.19
H6 1.58220 2.09266 0.23588  0.16
H7 -3.55146 2.44612 -0.29274  0.10
H8 -3.63637 2.07493 1.59328  0.10
H9 -4.67720 1.26396 0.38923  0.10
H10 2.27050 0.87749 -2.06471  0.17
H11 3.96939 1.28896 0.13830  0.09
H12 -1.40046 -3.28461 1.25482  0.09

***

no.,calculated total energy (Ha)
1,-568.38952
2,-644.22626
3,-479.71521
4,-630.01980
5,-650.91790
6,-992.51100
7,-1447.35802
8,-801.42506